one:
This record from the OMol25 dataset describes a molecular structure, C47H46I2N5O3PRe. The level of theory is the ωB97M-V functional and the def2-TZVPD basis.

Geometry as XYZ:
```
105
Properties=species:S:1:pos:R:3:mulliken_spin:R:1
Re 0.06 -0.15 0.62 0.770
I 3.73 2.60 6.83 0.000
C 2.40 1.99 5.35 0.010
C 1.10 2.46 5.34 -0.005
C 0.23 2.05 4.35 0.010
I -1.75 2.67 4.45 0.001
C 0.62 1.19 3.31 0.016
O -0.24 0.91 2.35 0.050
C 1.94 0.65 3.39 -0.008
C 2.45 -0.40 2.44 0.045
N 1.38 -1.28 1.95 -0.058
C 0.74 -2.03 3.04 0.031
C -0.73 -2.20 2.82 0.005
C -1.45 -3.03 3.67 -0.014
C -2.82 -3.12 3.52 0.013
C -3.44 -2.35 2.56 -0.015
C -2.65 -1.54 1.76 0.031
N -1.32 -1.48 1.85 0.002
C 2.80 1.06 4.40 -0.003
H 0.76 3.14 6.11 0.000
H 3.21 -0.99 2.96 0.003
H 2.92 0.04 1.56 -0.019
H 1.76 -1.98 1.31 -0.011
H 0.90 -1.50 3.98 0.003
H 1.19 -3.02 3.13 0.001
H -0.92 -3.60 4.42 0.000
H -3.40 -3.78 4.16 0.000
H -4.50 -2.36 2.40 0.000
H -3.10 -0.90 1.03 0.020
H 3.80 0.64 4.43 0.000
O -3.56 -2.96 -1.26 0.007
C -3.10 -1.82 -1.21 -0.005
O -1.88 -1.48 -1.25 0.019
C -4.04 -0.64 -1.01 0.010
C -5.41 -0.84 -1.00 0.001
C -6.26 0.22 -0.72 -0.001
C -5.74 1.47 -0.43 0.001
C -4.36 1.67 -0.44 0.001
C -3.50 0.62 -0.73 -0.008
P -1.68 0.86 -0.92 0.000
C -1.51 0.75 -2.74 -0.018
C -2.63 0.95 -3.56 -0.003
C -2.50 0.91 -4.94 0.000
C -1.27 0.69 -5.53 -0.001
C -0.16 0.50 -4.72 0.005
C -0.28 0.53 -3.34 0.004
C -1.56 2.69 -0.73 0.023
C -1.31 3.58 -1.78 0.000
C -1.12 4.93 -1.53 0.000
C -1.18 5.42 -0.24 -0.001
C -1.44 4.55 0.81 0.001
C -1.62 3.20 0.57 0.002
H -5.78 -1.84 -1.20 0.000
H -7.34 0.07 -0.72 0.000
H -6.39 2.30 -0.20 0.000
H -3.98 2.66 -0.23 -0.001
H -3.60 1.13 -3.12 0.000
H -3.38 1.06 -5.55 0.000
H -1.17 0.67 -6.60 0.000
H 0.82 0.33 -5.16 0.000
H 0.59 0.37 -2.73 0.004
H -1.25 3.21 -2.80 0.000
H -0.92 5.60 -2.36 0.000
H -1.02 6.48 -0.05 0.000
H -1.49 4.92 1.83 0.000
H -1.78 2.53 1.40 0.000
C 4.07 2.41 0.82 -0.002
C 3.04 2.71 -0.29 -0.010
C 1.68 3.07 0.30 0.015
C 3.13 1.61 -1.34 -0.001
C 4.08 1.85 -2.34 0.008
C 4.40 0.90 -3.28 -0.010
C 3.83 -0.35 -3.20 0.011
C 2.88 -0.67 -2.24 -0.005
C 2.46 -2.13 -2.17 -0.026
C 3.02 -2.76 -0.89 0.009
C 0.98 -2.45 -2.38 0.044
C 2.46 0.36 -1.34 0.060
N 1.36 0.17 -0.51 -0.066
H 5.08 2.66 0.50 0.000
H 4.07 1.35 1.09 -0.001
H 3.84 2.99 1.72 0.000
H 3.38 3.61 -0.80 0.000
H 1.28 2.30 0.95 0.013
H 0.95 3.27 -0.49 0.001
H 1.79 3.98 0.89 -0.002
H 4.56 2.82 -2.36 0.001
H 5.13 1.12 -4.06 -0.001
H 4.13 -1.13 -3.90 0.000
H 3.00 -2.60 -2.99 0.001
H 2.57 -2.30 -0.01 0.009
H 4.10 -2.63 -0.83 0.001
H 2.78 -3.83 -0.86 0.000
H 0.33 -2.06 -1.61 0.037
H 0.85 -3.54 -2.39 0.005
H 0.63 -2.06 -3.34 0.000
N 0.58 -6.15 0.29 0.000
C -0.60 -5.72 -0.28 0.000
C -0.67 -4.39 -0.02 -0.012
N 0.43 -3.99 0.70 -0.010
C 1.17 -5.07 0.86 0.000
H 0.95 -7.08 0.26 0.000
H -1.26 -6.39 -0.81 0.000
H -1.44 -3.70 -0.33 0.014
H 2.12 -5.13 1.36 0.000
```

Summary:
HOMO level (alpha / beta): -0.256 / -0.267 Ha
HOMO-LUMO gap (alpha / beta): 6.48 / 6.95 eV
Charge: 0
Multiplicity: 2

two:
This record from the OMol25 dataset describes a molecular structure, C47H46I2N5O3PRe. The level of theory is the ωB97M-V functional and the def2-TZVPD basis.

Geometry as XYZ:
```
105
Properties=species:S:1:pos:R:3:mulliken_spin:R:1
Re 0.04 -0.38 0.00 0.003
I -4.02 -1.48 6.66 0.000
C -2.67 -1.31 5.08 0.000
C -1.42 -1.91 5.16 0.000
C -0.53 -1.79 4.11 0.000
I 1.34 -2.70 4.21 0.000
C -0.84 -1.03 2.97 0.000
O 0.06 -0.87 2.02 0.001
C -2.12 -0.45 2.90 0.001
C -2.51 0.31 1.67 0.002
N -2.09 -0.42 0.44 -0.002
C -2.70 -1.77 0.39 0.000
C -1.73 -2.83 -0.07 0.001
C -2.17 -4.09 -0.44 -0.001
C -1.23 -5.08 -0.69 0.000
C 0.11 -4.78 -0.56 -0.001
C 0.48 -3.48 -0.23 0.001
N -0.43 -2.52 -0.02 0.001
C -3.03 -0.61 3.94 0.000
H -1.15 -2.49 6.04 0.000
H -3.60 0.47 1.65 0.000
H -2.03 1.29 1.64 -0.003
H -2.45 0.10 -0.35 0.000
H -2.99 -2.05 1.40 0.000
H -3.60 -1.77 -0.22 0.000
H -3.23 -4.29 -0.50 0.000
H -1.55 -6.07 -0.98 0.000
H 0.88 -5.52 -0.72 0.000
H 1.52 -3.19 -0.12 0.000
H -4.01 -0.15 3.86 0.000
O 3.21 -2.20 0.75 0.000
C 2.85 -1.06 0.92 -0.004
O 2.04 -0.36 0.16 -0.006
C 3.23 -0.17 2.06 0.002
C 4.31 -0.49 2.87 -0.002
C 4.66 0.32 3.94 0.001
C 3.91 1.46 4.18 -0.001
C 2.83 1.78 3.37 0.000
C 2.44 0.97 2.30 0.003
P 1.08 1.66 1.16 0.021
C 1.73 2.91 0.22 0.086
C 1.75 4.34 0.74 0.034
C 2.94 5.03 0.14 0.475
C 3.37 4.69 -1.13 -0.091
C 2.73 3.70 -1.87 0.496
C 1.56 2.97 -1.27 -0.070
C -0.03 2.46 2.37 -0.002
C -0.87 3.51 1.92 -0.004
C -1.81 4.03 2.80 0.000
C -1.95 3.56 4.10 -0.001
C -1.13 2.54 4.54 0.001
C -0.19 2.00 3.68 0.000
H 4.87 -1.39 2.64 0.000
H 5.50 0.07 4.56 0.000
H 4.18 2.12 4.99 0.000
H 2.30 2.71 3.57 0.001
H 1.83 4.38 1.83 -0.050
H 3.44 5.82 0.69 0.006
H 4.23 5.19 -1.56 0.007
H 3.06 3.47 -2.88 0.026
H 1.45 1.99 -1.73 -0.055
H -1.68 4.84 0.53 0.004
H -2.46 4.82 2.45 0.001
H -2.70 3.98 4.75 0.000
H -1.22 2.15 5.55 0.000
H 0.44 1.19 4.03 0.000
C -2.57 2.92 -3.48 0.001
C -2.48 1.38 -3.40 -0.002
C -3.10 0.92 -2.10 0.002
C -1.09 0.85 -3.81 -0.001
C -0.96 0.97 -5.20 -0.004
C 0.17 0.61 -5.89 0.000
C 1.22 0.08 -5.17 0.000
C 1.17 -0.10 -3.79 -0.001
C 2.45 -0.74 -3.24 -0.005
C 3.35 0.23 -2.47 0.024
C 2.21 -2.06 -2.53 0.000
C -0.01 0.30 -3.08 0.009
N -0.06 0.05 -1.69 0.000
H -3.62 3.21 -3.54 0.000
H -2.07 3.29 -4.37 0.000
H -2.13 3.38 -2.60 -0.002
H -3.12 1.00 -4.20 -0.001
H -2.63 1.46 -1.28 -0.002
H -3.02 -0.17 -2.00 0.000
H -4.16 1.18 -2.09 0.000
H -1.80 1.38 -5.75 0.000
H 0.23 0.73 -6.96 0.000
H 2.12 -0.22 -5.69 0.000
H 3.02 -0.99 -4.14 0.000
H 2.89 0.62 -1.58 -0.013
H 3.65 1.07 -3.11 -0.002
H 4.26 -0.30 -2.16 0.000
H 1.54 -1.91 -1.70 0.001
H 3.14 -2.46 -2.13 0.000
H 1.76 -2.79 -3.21 0.000
N 0.33 5.17 -1.16 0.026
C 0.44 5.07 0.30 0.033
C -0.81 4.19 0.56 0.006
N -0.86 3.33 -0.65 0.022
C 0.23 3.76 -1.54 0.011
H 1.15 5.60 -1.56 0.020
H 0.35 6.05 0.76 -0.026
H -0.81 2.35 -0.45 -0.006
H -0.07 3.67 -2.59 0.028
```

Summary:
HOMO level (alpha / beta): -0.206 / -0.204 Ha
HOMO-LUMO gap (alpha / beta): 4.96 / 4.90 eV
Charge: 0
Multiplicity: 2

Most stable one: one, least stable one: two.

one:
This record from the OMol25 dataset describes 2 unconnected molecules or ions with the total composition C6H18NO. The level of theory is the ωB97M-V functional and the def2-TZVPD basis.

Geometry as XYZ:
```
26
Properties=species:S:1:pos:R:3:lowdin_charge:R:1
C 0.34 3.20 0.10 -0.035
C 0.48 1.71 -0.16 -0.323
C -0.80 1.00 0.27 -0.128
C -0.76 -0.58 0.27 -0.390
C 0.69 -1.17 0.30 -0.065
C -1.45 -1.29 -0.88 -0.088
N 0.50 1.51 -1.67 0.228
H 0.28 3.42 1.16 0.104
H 1.12 3.75 -0.43 0.088
H -0.55 3.61 -0.37 0.097
H 1.39 1.27 0.24 0.148
H -1.63 1.15 -0.46 0.119
H -1.26 1.31 1.21 0.130
H -1.28 -0.88 1.18 0.128
H 1.08 -1.07 -0.70 0.060
H 0.47 -2.23 0.51 0.086
H 1.30 -0.84 1.14 0.088
H -0.77 -1.73 -1.61 0.074
H -1.91 -2.20 -0.47 0.093
H -2.24 -0.76 -1.43 0.084
H -0.42 1.59 -2.10 0.171
H 1.06 2.25 -2.09 0.171
H 0.92 0.62 -1.93 0.160
H 0.75 -3.89 2.71 0.010
H 1.59 -5.08 2.97 0.049
O 1.09 -4.65 2.25 -0.059
```

Summary:
HOMO level: -0.508 Ha
HOMO-LUMO gap: 10.40 eV
Charge: +1
Multiplicity: 1

two:
This record from the OMol25 dataset describes 2 unconnected molecules or ions with the total composition C6H18NO. The level of theory is the ωB97M-V functional and the def2-TZVPD basis.

Geometry as XYZ:
```
26
Properties=species:S:1:pos:R:3:lowdin_charge:R:1
C -2.24 -0.69 -1.18 -0.077
C -1.39 0.60 -0.97 -0.278
C 0.05 0.61 -1.55 -0.239
C 1.07 1.49 -0.83 -0.158
C 1.83 0.71 0.35 -0.176
C 1.05 0.89 1.56 -0.173
N -0.04 -0.24 1.63 0.158
H -1.61 -1.53 -1.19 0.042
H -3.00 -0.63 -0.33 0.099
H -3.07 -0.70 -1.88 0.078
H -1.24 0.90 0.02 0.036
H -1.82 1.57 -1.41 0.149
H 0.46 -0.43 -1.78 0.131
H -0.15 0.92 -2.59 0.114
H 1.77 2.00 -1.47 0.102
H 0.53 2.41 -0.36 0.141
H 1.79 -0.42 0.14 0.128
H 2.83 0.95 0.58 0.107
H 0.56 1.87 1.80 0.137
H 1.73 0.84 2.50 0.159
H -0.47 -0.54 0.66 0.152
H 0.49 -1.07 1.88 0.103
H -0.69 -0.14 2.43 0.170
H 0.04 -3.36 1.24 0.058
H 0.86 -3.25 -0.04 0.082
O 0.64 -2.77 0.78 -0.045
```

Summary:
HOMO level: -0.520 Ha
HOMO-LUMO gap: 11.07 eV
Charge: +1
Multiplicity: 1

three:
This record from the OMol25 dataset describes 2 unconnected molecules or ions with the total composition C6H18NO. The level of theory is the ωB97M-V functional and the def2-TZVPD basis.

Geometry as XYZ:
```
26
Properties=species:S:1:pos:R:3:lowdin_charge:R:1
C -1.31 0.13 -1.49 -0.024
C 0.14 0.20 -1.08 -0.318
C 0.57 0.25 0.34 -0.168
C 0.45 -1.09 1.09 -0.178
C 0.50 -2.48 0.37 -0.268
C 1.82 -3.18 0.46 -0.106
N 0.73 1.54 -1.73 0.213
H -1.89 1.00 -1.27 0.090
H -1.87 -0.65 -0.97 0.102
H -1.39 -0.32 -2.50 0.113
H 0.71 -0.52 -1.68 0.144
H 0.15 1.07 0.96 0.129
H 1.64 0.52 0.41 0.124
H 1.23 -1.15 1.86 0.108
H -0.42 -1.12 1.74 0.106
H 0.15 -2.48 -0.66 0.086
H -0.39 -3.00 0.84 0.124
H 2.34 -2.87 -0.48 0.079
H 2.48 -2.91 1.31 0.085
H 1.80 -4.26 0.32 0.074
H -0.09 2.12 -1.50 0.159
H 0.70 1.44 -2.74 0.165
H 1.65 1.85 -1.41 0.163
H -3.02 4.40 2.26 0.038
H -1.65 3.61 2.25 0.014
O -2.53 3.67 1.90 -0.054
```

Summary:
HOMO level: -0.517 Ha
HOMO-LUMO gap: 10.65 eV
Charge: +1
Multiplicity: 1

Most stable one: one, least stable one: two.

one:
This record from the OMol25 dataset describes CH3Cl2OP in the gas phase. The level of theory is the ωB97M-V functional and the def2-TZVPD basis.

Geometry as XYZ:
```
8
Properties=species:S:1:pos:R:3:lowdin_charge:R:1
C -0.11 -0.02 0.13 -0.252
O -2.25 0.03 1.92 -0.434
P -1.94 -0.01 0.46 -0.100
Cl -2.84 -1.54 -0.54 0.291
Cl -2.80 1.59 -0.51 0.269
H 0.18 -1.07 -0.04 0.030
H 0.03 0.50 -0.94 0.091
H 0.36 0.36 1.17 0.105
```

Summary:
HOMO level: -0.408 Ha
Structure (SMILES): CP(=O)(Cl)Cl
HOMO-LUMO gap: 11.46 eV
Charge: 0
Multiplicity: 1

two:
This record from the OMol25 dataset describes 2 unconnected molecules or ions with the total composition CH3Cl2OP. The level of theory is the ωB97M-V functional and the def2-TZVPD basis.

Geometry as XYZ:
```
8
Properties=species:S:1:pos:R:3:lowdin_charge:R:1
C -0.87 -0.21 -0.26 -0.707
O -0.95 -1.31 0.40 -0.604
P -1.19 -2.83 -0.16 0.740
Cl -1.12 -0.32 -1.95 0.625
Cl 2.65 3.37 -0.30 0.241
H -0.63 0.67 0.26 0.070
H 3.12 3.96 0.76 -0.240
H -1.01 -3.34 1.25 -0.125
```

Summary:
HOMO level (alpha / beta): -0.280 / -0.290 Ha
HOMO-LUMO gap (alpha / beta): 7.12 / 8.24 eV
Charge: 0
Multiplicity: 1

Most stable one: one, least stable one: two.

one:
This record from the OMol25 dataset describes a molecular structure, C2H4Si. The level of theory is the ωB97M-V functional and the def2-TZVPD basis.

Geometry as XYZ:
```
7
Properties=species:S:1:pos:R:3:lowdin_charge:R:1
C 0.20 -1.97 1.11 -0.114
C 0.07 -1.10 0.29 -0.238
Si -0.11 1.15 -0.68 0.709
H 0.16 -2.56 1.96 -0.025
H 1.07 0.92 -1.48 -0.139
H -0.05 2.07 0.46 -0.121
H -1.35 1.49 -1.67 -0.071
```

Summary:
HOMO level: -0.361 Ha
HOMO-LUMO gap: 9.65 eV
Charge: 0
Multiplicity: 1

two:
This record from the OMol25 dataset describes 2 unconnected molecules or ions with the total composition C2H4Si. The level of theory is the ωB97M-V functional and the def2-TZVPD basis.

Geometry as XYZ:
```
7
Properties=species:S:1:pos:R:3:lowdin_charge:R:1
C 1.15 0.65 0.34 -0.097
C 1.70 -0.38 0.21 -0.019
Si -2.28 -0.17 0.16 0.600
H 0.71 1.62 0.64 0.047
H 2.05 -1.35 0.01 0.014
H -0.98 0.50 -0.27 -0.260
H -2.36 -0.86 -1.09 -0.287
```

Summary:
HOMO level: -0.320 Ha
HOMO-LUMO gap: 7.79 eV
Charge: 0
Multiplicity: 1

Most stable one: one, least stable one: two.

one:
This record from the OMol25 dataset describes 2 unconnected molecules or ions with the total composition CH2O3S2. The level of theory is the ωB97M-V functional and the def2-TZVPD basis.

Geometry as XYZ:
```
8
Properties=species:S:1:pos:R:3:lowdin_charge:R:1
C 1.04 0.50 0.69 -0.728
O -0.14 -1.95 0.64 -0.493
O 1.22 -0.05 1.84 -0.099
O 0.99 1.55 0.21 0.122
S -1.10 0.19 -1.82 0.495
S 1.17 -1.38 0.54 1.058
H -2.01 -0.26 -0.95 -0.206
H -1.18 1.41 -1.15 -0.149
```

Summary:
HOMO level: -0.360 Ha
HOMO-LUMO gap: 9.00 eV
Charge: 0
Multiplicity: 1

two:
This record from the OMol25 dataset describes CH2O3S2 in the gas phase. The level of theory is the ωB97M-V functional and the def2-TZVPD basis.

Geometry as XYZ:
```
8
Properties=species:S:1:pos:R:3:lowdin_charge:R:1
C -0.57 -0.35 -0.48 -0.794
O 2.06 1.21 0.67 -0.233
O 3.02 -0.81 -0.16 -0.364
O 0.68 -0.17 -0.78 -0.324
S -1.09 -1.59 0.42 0.713
S 1.81 -0.37 0.42 0.902
H -1.14 0.44 -0.79 0.044
H 2.98 1.38 0.52 0.056
```

Summary:
HOMO level: -0.344 Ha
HOMO-LUMO gap: 9.03 eV
Charge: 0
Multiplicity: 1

three:
This record from the OMol25 dataset describes 3 unconnected molecules or ions with the total composition CH2O3S2. The level of theory is the ωB97M-V functional and the def2-TZVPD basis.

Geometry as XYZ:
```
8
Properties=species:S:1:pos:R:3:lowdin_charge:R:1
C -1.01 0.15 -2.40 -0.506
O 0.34 -1.46 -1.01 -0.688
O -1.30 0.87 -1.59 0.224
O -0.87 -0.49 -3.35 0.190
S 0.42 0.82 2.15 0.481
S 0.48 -1.85 0.40 0.716
H 1.73 1.21 2.38 -0.157
H 0.22 0.75 3.42 -0.258
```

Summary:
HOMO level (alpha / beta): -0.333 / -0.333 Ha
Structure (SMILES): O=C=O.O=S.S
HOMO-LUMO gap (alpha / beta): 7.57 / 7.55 eV
Charge: 0
Multiplicity: 1

four:
This record from the OMol25 dataset describes CH2O3S2 in the gas phase. The level of theory is the ωB97M-V functional and the def2-TZVPD basis.

Geometry as XYZ:
```
8
Properties=species:S:1:pos:R:3:lowdin_charge:R:1
C -0.05 0.39 0.22 -0.658
O -2.26 -0.45 -1.23 -0.332
O -3.71 0.26 0.70 -0.290
O -1.27 0.51 0.79 -0.349
S 0.69 2.03 -0.31 0.627
S -2.64 0.54 -0.20 0.863
H 0.79 0.19 0.85 0.051
H -0.19 -0.19 -0.74 0.088
```

Summary:
HOMO level (alpha / beta): -0.358 / -0.374 Ha
HOMO-LUMO gap (alpha / beta): 7.30 / 6.55 eV
Charge: 0
Multiplicity: 1

Most stable one: three, least stable one: four.